Record 1
A 12-piece molecular cluster, H24O12 overall. Source: the OMol25 dataset; level of theory: ωB97M-V/def2-TZVPD.

Geometry (Å):
H 0.62881 -0.23820 0.53182
H -0.66114 -0.90474 0.08260
H -2.81421 -3.84268 0.75149
H -2.85856 -3.22689 -0.63735
H -3.05303 2.60477 -2.28135
H -1.75187 2.85547 -1.53692
H 0.74006 -2.79915 -1.93839
H 0.92571 -1.90137 -3.15065
H -4.66784 0.71836 1.04176
H -6.03550 1.37791 1.10903
H -0.05351 -0.90407 5.18618
H -0.62445 0.29614 4.44893
H -3.65360 -2.18798 -2.33281
H -2.30430 -2.68717 -2.82296
H 4.70225 1.32105 -1.04431
H 3.34051 0.68176 -0.82748
H 1.38622 2.28199 -1.90783
H 1.90062 3.70870 -1.80826
H 3.96999 -2.14531 -1.13948
H 4.06119 -1.96238 0.36659
H 3.37677 -0.76424 1.69702
H 4.68123 -0.31154 2.33222
H 0.66754 3.68572 1.38936
H -0.21472 2.47009 1.15722
O -0.07395 -0.82023 0.84224
O -2.57622 -3.04475 0.26604
O -2.67139 3.14149 -1.57760
O 0.50375 -1.93122 -2.28459
O -5.60079 0.52072 1.18147
O -0.67016 -0.66595 4.48474
O -2.81134 -1.87913 -2.68523
O 3.76775 1.53710 -0.94932
O 1.72240 2.92614 -1.27456
O 4.15461 -2.62691 -0.32526
O 4.21818 -0.34340 1.48749
O -0.17387 3.42035 1.00128

Atomic forces in eV per Å
H -0.089 -0.060 -0.053
H -0.060 -0.197 -0.007
H 0.054 0.121 0.101
H 0.104 0.146 0.139
H -0.019 0.052 0.066
H 0.021 0.157 0.174
H 0.006 0.068 0.165
H -0.078 0.052 0.028
H -0.028 -0.066 0.020
H 0.028 -0.093 0.011
H -0.093 -0.026 -0.055
H -0.076 -0.088 -0.072
H -0.111 0.217 -0.126
H 0.181 0.178 -0.105
H -0.001 -0.109 0.133
H 0.096 0.121 0.125
H 0.134 0.084 0.037
H 0.000 -0.069 0.096
H 0.059 -0.109 0.063
H 0.387 0.052 -0.021
H -0.171 0.195 0.232
H 0.059 0.006 -0.087
H -0.026 -0.021 -0.213
H -0.030 0.059 -0.045
O 0.194 0.275 -0.005
O -0.077 -0.226 -0.158
O 0.004 -0.193 -0.172
O 0.107 -0.110 -0.146
O 0.017 0.157 -0.054
O 0.169 0.108 0.175
O -0.126 -0.299 0.133
O 0.618 -0.371 -0.232
O -0.743 0.341 -0.327
O -0.223 -0.064 -0.263
O -0.174 -0.217 0.109
O -0.117 -0.073 0.335

Strongest force on any atom   0.88 eV/A
Multiplicity   1
Energy above the lowest of the compared OMol25 structures with the same formula, charge and spin   3.3382 eV
Structure (SMILES)   O.O.O.O.O.O.O.O.O.O.O.O


Record 2
One molecule with the formula C31H32BF7O2 in a non-equilibrium geometry. Source: the OMol25 dataset; level of theory: ωB97M-V/def2-TZVPD.

Geometry (Å):
C -1.51826 3.53150 -2.82782
C -0.55729 2.34565 -2.80802
C 0.43576 2.59162 -3.93547
O 0.13132 2.32316 -1.56917
B 0.53459 0.94412 -1.33304
C 2.11537 0.75906 -1.63971
C 2.57882 -0.42677 -2.18608
C 3.93960 -0.56580 -2.48817
C 4.45236 -1.85450 -3.06732
F 5.10724 -1.64316 -4.25059
F 5.33531 -2.45901 -2.21431
F 3.44628 -2.74222 -3.30836
C 4.83599 0.46099 -2.24746
C 4.36003 1.64188 -1.70153
C 5.32908 2.75798 -1.42969
F 4.70983 3.88476 -0.99196
F 6.24144 2.39469 -0.47391
F 6.03266 3.08793 -2.55898
C 3.00672 1.79871 -1.39353
C 0.28710 0.58986 0.33226
C 0.43720 -0.80143 0.73999
C -0.66969 -1.67220 1.26189
C -0.25033 -3.10835 1.01739
O -0.25803 0.08432 -2.15604
C -1.22777 0.87472 -2.84385
C -2.54812 0.76644 -2.10484
C -1.46200 0.29177 -4.22941
H -2.07559 3.54769 -3.78010
H -2.22395 3.51536 -1.98534
H -0.92952 4.46010 -2.76645
H -0.09576 2.79657 -4.87741
H 1.03493 3.48377 -3.69404
H 1.12984 1.75270 -4.09044
H 1.89467 -1.25210 -2.40308
H 5.89882 0.34116 -2.47082
H 2.65639 2.75034 -0.97461
H 1.05668 1.25614 0.79951
H -0.70661 1.02438 0.55546
H 1.53988 -1.11045 0.78235
H -1.58454 -1.46616 0.59512
H -1.03582 -3.66421 0.48948
H 0.64979 -3.15038 0.35937
H -0.03798 -3.65969 1.93808
H -3.34806 1.27060 -2.66659
H -2.81453 -0.29935 -2.01717
H -2.49706 1.19014 -1.09229
H -2.19707 0.90019 -4.77744
H -0.54328 0.21781 -4.82433
H -1.88082 -0.71843 -4.12389
F -4.08981 -4.24374 5.55393
C -4.08190 -3.44952 4.40852
C -5.23244 -3.39577 3.64332
C -5.17551 -2.58581 2.50260
C -4.00473 -1.90032 2.14692
C -2.82909 -2.00965 2.90330
C -1.53946 -1.21638 2.38657
C -0.88585 -0.50062 3.52967
C -0.58796 0.86675 3.32740
C 0.44509 1.48655 4.08276
C 0.96340 0.84562 5.21162
C 0.48727 -0.42463 5.54209
C -0.41431 -1.09846 4.70183
C -2.88984 -2.79774 4.07663
H -6.11411 -3.94687 3.91799
H -6.06522 -2.50061 1.86469
H -4.05427 -1.18783 1.30146
H -2.04664 -0.40422 1.81080
H -1.13058 1.47221 2.60974
H 0.80393 2.49217 3.77791
H 1.71875 1.35108 5.82254
H 0.82219 -0.91083 6.47178
H -0.76414 -2.07195 5.04368
H -2.05039 -2.91132 4.79461

Atomic forces in eV per Å
C -0.313 -0.067 0.081
C -0.704 -0.441 -0.055
C 0.361 -0.184 -0.453
O -0.184 -0.510 0.604
B 0.899 0.653 -2.019
C -0.433 -0.092 0.537
C 0.706 -0.231 -0.196
C -0.444 -0.282 -0.006
C 0.100 -0.218 -0.203
F -0.392 -0.384 0.892
F -0.521 0.243 -0.752
F 0.880 0.463 0.091
C 0.313 -0.070 -0.032
C -0.361 0.353 0.201
C 0.327 0.197 -0.059
F 0.577 -0.624 -0.257
F -0.505 0.437 -0.728
F -0.374 -0.139 0.991
C 0.504 0.084 -0.031
C -0.681 -1.981 3.153
C 0.627 4.001 0.727
C -0.428 -1.216 -3.851
C 0.241 -1.127 0.067
O -0.380 0.086 -0.011
C 0.381 0.581 -0.311
C -0.432 0.192 0.346
C 0.143 0.019 -0.336
H 0.098 0.011 0.379
H 0.177 -0.036 -0.251
H -0.205 -0.294 0.008
H 0.196 -0.159 0.204
H -0.201 -0.296 -0.002
H -0.211 0.194 0.057
H 0.173 0.373 0.095
H -0.342 0.038 0.022
H 0.076 -0.475 -0.216
H -0.118 -0.696 -0.793
H 0.365 -0.501 -0.433
H -1.797 -0.155 -0.155
H 1.985 -0.746 -0.920
H 0.143 0.133 0.212
H -0.638 -0.024 0.545
H 0.131 0.071 -0.048
H 0.146 -0.080 0.255
H 0.112 0.321 -0.036
H -0.001 0.002 -0.219
H 0.229 -0.127 0.088
H -0.192 0.073 0.190
H 0.125 0.216 -0.037
F 0.063 0.999 -1.261
C 0.406 -0.559 0.685
C 0.671 0.564 -0.460
C -0.017 -0.034 -0.069
C -0.310 0.265 -0.048
C 0.779 -0.654 -0.599
C -3.210 2.277 2.666
C 0.839 0.859 0.352
C 1.381 0.004 1.072
C -0.954 0.109 -0.263
C 0.068 -0.024 -0.380
C -0.176 -0.031 0.175
C 0.689 0.281 0.536
C 0.144 -0.171 0.232
H -0.125 -0.062 0.081
H 0.437 0.043 0.342
H 0.170 -0.654 0.389
H 0.037 0.022 1.225
H 0.251 -0.323 -0.269
H -0.431 -0.717 0.435
H -0.289 -0.303 -0.225
H -0.182 0.258 -0.557
H 0.714 0.445 -0.413
H -1.112 -0.180 -0.985

Strongest force on any atom   4.75 eV/A
Multiplicity   1
Energy above the lowest of the compared OMol25 structures with the same formula, charge and spin   2.4131 eV


Record 3
A 2-piece molecular cluster, C3H10NO2 overall in a non-equilibrium geometry. Source: the OMol25 dataset; level of theory: ωB97M-V/def2-TZVPD.

Geometry (Å):
O 1.72315 0.76231 1.93762
C 0.80397 1.44222 1.59386
C -0.53163 0.84433 1.13620
N -0.20093 -0.43974 0.36857
C -1.20616 -1.08576 -0.58960
H 0.74968 2.53942 1.79284
H -1.03397 1.49782 0.40667
H -1.27415 0.48308 1.85987
H -0.07503 -1.20362 1.04271
H 0.71365 -0.48004 -0.12365
H -0.60129 -1.59944 -1.33822
H -1.58485 -1.93284 -0.02003
H -1.97712 -0.47273 -1.02992
H 1.01760 -0.47300 -2.80557
H 2.14536 0.28773 -2.27343
O 1.33175 -0.16972 -1.95791

Atomic forces in eV per Å
O -0.074 0.554 -0.484
C -1.025 -0.104 1.687
C -0.362 -2.125 -2.886
N 0.551 -1.067 0.405
C 0.371 -1.433 0.246
H 0.590 0.234 -0.113
H 0.364 0.300 0.431
H 0.512 0.908 0.807
H -0.034 0.315 0.343
H -0.252 0.957 -0.624
H -0.008 0.566 -0.216
H -0.778 0.333 0.002
H 0.067 0.508 0.185
H -0.652 -0.513 -0.514
H -0.438 -0.294 0.721
O 1.169 0.862 0.008

Strongest force on any atom   3.60 eV/A
Multiplicity   2
⟨S²⟩   0.7584
Net charge   +2
Energy above the lowest of the compared OMol25 structures with the same formula, charge and spin   1.8972 eV


Record 4
A 3-piece molecular cluster, C40H79FN2O4 overall in a non-equilibrium geometry. Source: the OMol25 dataset; level of theory: ωB97M-V/def2-TZVPD.

Geometry (Å):
C 0.38481 4.11308 -6.71949
C -1.10079 3.75715 -6.74078
C -1.75053 3.81249 -5.34312
C -2.08241 2.44099 -4.72452
C -1.67866 2.28008 -3.24775
C -2.73943 1.58518 -2.38759
C -2.56856 1.84380 -0.88936
C -3.76936 1.38350 -0.05654
C -3.75515 -0.09880 0.33229
C -2.53593 -0.53275 1.17411
C -2.87775 -1.03126 2.59265
C -1.99542 -0.44879 3.70013
C -2.66094 -0.52891 5.07179
C -1.72240 -0.28799 6.26215
C -0.64704 0.77228 6.02711
C 0.08378 1.19455 7.29940
C 1.03296 0.14647 7.94171
C 0.39302 -0.47443 9.17826
C 2.35467 0.84113 8.32936
C 3.33231 1.05639 7.17079
C 4.27377 -0.11089 6.90041
F 4.04937 -0.70397 5.65766
O 1.25593 -0.85975 6.91353
C 1.58482 -2.12182 7.25396
O 0.78049 -2.96530 7.43386
H 0.52986 5.07456 -6.21978
H 0.95856 3.36680 -6.16403
H 0.80140 4.19316 -7.72469
H -1.61091 4.45253 -7.41151
H -1.22026 2.74751 -7.14295
H -1.09099 4.36376 -4.66582
H -2.66975 4.40075 -5.41316
H -1.57116 1.67016 -5.30996
H -3.15227 2.23550 -4.80971
H -0.75239 1.70067 -3.17795
H -1.46599 3.26269 -2.81054
H -3.73920 1.89374 -2.70718
H -2.66267 0.50448 -2.55369
H -2.39575 2.91326 -0.72524
H -1.65599 1.33890 -0.55560
H -3.86519 1.99019 0.84974
H -4.67007 1.56462 -0.65382
H -4.66512 -0.31282 0.89985
H -3.82175 -0.69834 -0.58049
H -1.84470 0.31030 1.26426
H -1.98580 -1.30595 0.63207
H -2.76699 -2.11950 2.62215
H -3.92527 -0.80268 2.81538
H -1.04230 -0.99047 3.73117
H -1.74240 0.58990 3.45998
H -3.50148 0.17218 5.11036
H -3.08560 -1.53320 5.17592
H -2.30849 0.01794 7.13577
H -1.24429 -1.23643 6.52502
H 0.06800 0.44531 5.26915
H -1.12897 1.67095 5.62088
H 0.65484 2.10374 7.09065
H -0.67283 1.46956 8.04133
H 0.04957 0.33501 9.82668
H -0.46374 -1.09209 8.90737
H 1.10483 -1.07405 9.74896
H 2.06519 1.82200 8.71791
H 2.84391 0.32640 9.16364
H 3.94716 1.92888 7.40178
H 2.77057 1.26415 6.25699
H 4.15849 -0.89438 7.65436
H 5.31932 0.20609 6.91555
H 2.66069 -2.31439 7.30053
C 9.45822 0.10094 1.06659
C 8.45974 -0.97855 0.59827
C 7.30835 -0.36276 -0.20461
C 6.31462 0.42429 0.64599
C 5.79347 -0.42586 1.80282
C 6.91175 -1.02386 2.66017
N 7.87616 -1.73139 1.75670
O 7.50318 -2.91467 1.45523
C 7.59279 0.07241 3.48977
C 6.33891 -2.03913 3.63641
C 9.21470 -1.97379 -0.27283
H 10.31951 0.11891 0.39972
H 9.02955 1.10251 1.06627
H 9.83267 -0.10955 2.06592
H 6.77470 -1.16959 -0.71583
H 7.74040 0.27416 -0.98086
H 6.77124 1.34443 1.02114
H 5.47609 0.73718 0.02136
H 5.14008 0.16106 2.45282
H 5.18981 -1.24435 1.39983
H 8.46537 -0.32416 4.01043
H 6.88280 0.42488 4.23891
H 7.90259 0.93616 2.90899
H 5.75248 -2.80385 3.13368
H 5.69211 -1.52174 4.34265
H 7.13444 -2.53703 4.19339
H 9.99767 -2.47411 0.29806
H 9.67943 -1.42673 -1.09436
H 8.55680 -2.73211 -0.68760
C -4.46014 -2.80885 -7.47404
C -4.95295 -2.22828 -6.13201
C -6.31789 -2.80437 -5.74074
C -7.47563 -2.27559 -6.58265
C -7.49586 -0.74896 -6.58226
C -6.16462 -0.13041 -7.01619
N -5.07047 -0.73345 -6.18684
O -4.94714 -0.17660 -5.04487
C -5.93686 -0.34020 -8.51781
C -6.16887 1.37042 -6.75784
C -3.92646 -2.57452 -5.06109
H -3.74320 -3.60748 -7.28751
H -5.26554 -3.23230 -8.07316
H -3.95055 -2.05576 -8.07101
H -6.50561 -2.56248 -4.69025
H -6.25690 -3.89342 -5.80983
H -7.41740 -2.65823 -7.60524
H -8.41623 -2.64915 -6.17429
H -8.28058 -0.37307 -7.24326
H -7.73099 -0.39640 -5.57358
H -4.93755 -0.01162 -8.80546
H -6.66049 0.26364 -9.06583
H -6.06662 -1.36861 -8.84107
H -6.41444 1.60204 -5.72505
H -6.91300 1.83449 -7.40663
H -5.19374 1.80483 -6.98205
H -2.96210 -2.11671 -5.28498
H -3.80083 -3.65796 -5.04399
H -4.24046 -2.24498 -4.07455

Atomic forces in eV per Å
C -0.054 0.004 0.137
C 0.085 0.078 0.133
C -0.113 0.024 -0.065
C 0.259 -0.154 0.033
C -0.146 0.015 0.161
C 0.251 -0.196 0.105
C 0.053 0.044 -0.072
C -0.031 -0.100 -0.055
C 0.039 -0.056 -0.065
C -0.016 0.046 -0.006
C 0.165 -0.001 -0.085
C 0.122 -0.019 -0.024
C 0.046 -0.103 0.067
C 0.191 -0.128 -0.017
C -0.235 0.175 -0.068
C 0.013 -0.055 -0.163
C -0.163 0.224 0.083
C -0.082 0.103 -0.002
C -0.135 0.046 -0.041
C -0.033 0.010 0.099
C 0.122 -0.115 0.177
F -0.133 0.117 0.068
O 0.374 0.344 0.023
C 0.532 0.634 -0.040
O -0.860 -1.082 0.205
H 0.034 -0.018 -0.055
H 0.011 0.022 -0.025
H 0.008 -0.073 0.013
H -0.022 -0.110 -0.050
H -0.100 0.102 -0.158
H 0.007 -0.006 -0.046
H 0.043 0.006 0.114
H -0.126 -0.037 0.013
H 0.037 -0.012 -0.133
H 0.066 0.181 0.018
H -0.048 -0.017 -0.058
H 0.020 0.025 0.010
H -0.275 0.040 -0.136
H -0.074 -0.028 -0.049
H -0.002 0.093 0.063
H 0.092 -0.025 -0.004
H -0.035 0.087 0.152
H -0.026 -0.013 -0.088
H 0.032 0.002 0.026
H -0.030 -0.001 -0.003
H 0.047 0.040 0.077
H -0.268 0.017 0.067
H 0.042 -0.006 0.016
H -0.027 0.036 -0.043
H -0.062 -0.033 0.048
H 0.026 0.004 -0.090
H -0.111 0.088 0.043
H -0.066 -0.082 -0.026
H 0.046 0.091 0.013
H -0.039 -0.029 0.080
H 0.033 -0.018 0.043
H -0.018 -0.051 -0.050
H 0.122 0.048 0.036
H 0.043 -0.075 0.006
H 0.024 0.034 0.031
H -0.040 -0.099 -0.073
H 0.036 -0.080 0.110
H 0.036 -0.101 -0.128
H -0.099 0.050 -0.119
H 0.127 0.065 -0.034
H 0.021 0.018 -0.029
H -0.049 -0.005 -0.096
H 0.214 0.012 -0.072
C -0.016 -0.042 0.071
C 0.346 0.156 0.067
C -0.133 0.043 -0.088
C 0.054 -0.023 0.060
C -0.093 0.029 -0.178
C 0.147 0.214 0.378
N -0.514 0.184 -0.353
O 0.156 -0.271 0.106
C 0.071 -0.035 -0.055
C -0.088 -0.154 0.066
C 0.012 -0.066 -0.099
H -0.042 0.011 -0.063
H -0.036 -0.006 0.049
H 0.031 -0.037 0.001
H 0.021 -0.046 0.047
H -0.014 0.009 -0.020
H 0.030 -0.014 0.020
H 0.002 0.027 -0.006
H -0.020 0.002 0.000
H 0.047 -0.046 0.011
H -0.005 -0.008 0.014
H -0.026 -0.027 0.000
H 0.010 0.002 -0.030
H 0.050 0.002 -0.049
H 0.017 0.016 -0.020
H 0.030 0.015 -0.029
H 0.008 0.009 0.014
H 0.012 0.013 0.001
H -0.008 -0.010 0.045
C 0.008 0.084 -0.010
C 0.286 -0.147 -0.246
C -0.142 -0.049 0.074
C 0.060 0.032 -0.044
C -0.113 -0.101 0.110
C 0.113 0.152 -0.388
N -0.605 -0.241 0.228
O 0.291 0.226 0.128
C 0.079 -0.044 0.043
C -0.064 0.093 0.040
C 0.033 -0.039 0.105
H -0.048 -0.041 0.044
H -0.025 0.053 -0.019
H 0.044 0.010 0.018
H 0.043 0.053 -0.003
H -0.018 -0.016 0.010
H 0.036 0.012 -0.010
H -0.011 -0.019 -0.017
H -0.020 0.000 0.003
H 0.064 0.020 0.012
H 0.001 0.016 -0.002
H -0.013 0.025 0.025
H 0.006 -0.027 0.014
H 0.024 -0.022 0.007
H 0.001 -0.001 -0.018
H 0.010 -0.009 -0.010
H 0.006 0.003 -0.019
H 0.007 -0.010 -0.013
H -0.001 0.040 -0.019

Strongest force on any atom   1.40 eV/A
Multiplicity   3
⟨S²⟩   2.0082
Total energy   -56645.938 eV